(1)
C39H78O18S7Si2 | ωB97M-V/def2-TZVPD

Properties
spin multiplicity: 1
calculated total energy: -170154.708 eV
LUMO level: 0.16 eV
Kohn-Sham gap: 7.0 eV
HOMO: -6.8 eV
charge: 0

Last column: Löwdin charge in e.
Geometry (Å):
C1 -0.85217 1.17624 3.27436  -0.082
C2 0.11121 0.97583 2.21897  -0.202
C3 0.15100 -0.23880 1.17275  -0.285
Si1 -1.54830 -1.09991 0.87259  0.620
O1 -2.10405 -0.87704 -0.78950  -0.492
Si2 -3.09465 0.57394 -0.90552  0.565
C4 -4.70600 0.17170 0.07109  -0.229
C5 -6.04916 0.22696 -0.86173  -0.215
O2 -7.03163 1.06705 -0.19262  -0.073
C6 -7.88376 0.32191 0.65517  -0.356
O3 -7.55868 -0.81270 1.12129  0.022
C7 -9.32063 0.88416 1.13723  -0.126
C8 -9.48660 2.47821 0.92834  -0.123
C9 -2.07414 2.01635 -0.18266  -0.191
C10 -2.66451 3.48876 -0.85816  -0.234
C11 -1.70900 4.83228 -0.50821  -0.012
O4 -3.14380 4.51760 0.14293  -0.224
H1 -0.84879 0.60244 4.27128  0.055
H2 -1.65528 1.99949 3.14214  0.055
H3 0.91196 1.80558 2.09053  0.065
H4 0.44785 0.22858 0.15308  0.086
H5 0.97556 -0.97495 1.46693  0.067
H6 -2.61871 -0.62513 1.75815  -0.010
H7 -1.30612 -2.55231 1.03345  -0.025
H8 -3.49891 0.84541 -2.28660  0.009
H9 -4.69461 -0.90120 0.50028  0.084
H10 -4.82751 0.87077 0.97048  0.099
H11 -5.77198 0.76203 -1.84175  0.103
H12 -6.42339 -0.81024 -1.15169  0.133
H13 -10.19060 0.32711 0.61669  0.125
H14 -9.46690 0.69611 2.26851  0.122
H15 -10.48067 2.70030 0.40272  0.072
H16 -9.53181 3.01194 1.94413  0.075
H17 -8.65318 2.96237 0.31870  0.073
H18 -2.19334 2.19408 0.93677  0.070
H19 -0.95776 1.98716 -0.48000  0.095
H20 -3.17085 3.43620 -1.94642  0.124
H21 -1.01343 4.59412 0.37407  0.078
H22 -2.09668 5.87526 -0.76936  0.113
C12 -2.56281 -1.77996 -6.14568  -0.222
C13 -1.83104 -3.06879 -5.76712  -0.221
C14 -0.69605 -2.68953 -4.81507  -0.219
S1 -1.22549 -1.20154 -3.97132  0.684
O5 -0.35439 -0.11390 -4.36358  -0.329
O6 -1.49970 -1.50805 -2.58110  -0.359
C15 -2.77526 -1.02567 -4.83958  -0.241
H23 -3.51023 -1.98438 -6.64932  0.115
H24 -1.93969 -1.18724 -6.82368  0.119
H25 -2.52622 -3.74677 -5.26039  0.120
H26 -1.44879 -3.58947 -6.64676  0.083
H27 -0.50780 -3.47329 -4.08080  0.108
H28 0.22235 -2.46142 -5.35917  0.097
H29 -3.00271 0.03039 -4.98537  0.099
H30 -3.55224 -1.49798 -4.23398  0.110
C16 -0.82334 -4.66572 5.38279  -0.216
C17 -1.00368 -5.71923 4.28794  -0.214
C18 -0.69916 -5.04565 2.94830  -0.219
S2 0.45688 -3.72704 3.30330  0.670
O7 -0.18663 -2.46428 3.02637  -0.381
O8 1.75242 -4.06940 2.75869  -0.325
C19 0.49317 -3.96667 5.07078  -0.226
H31 -0.81339 -5.11344 6.37874  0.118
H32 -1.64810 -3.94676 5.34294  0.123
H33 -0.30071 -6.54213 4.45493  0.118
H34 -2.01066 -6.14223 4.29616  0.118
H35 -0.24721 -5.74190 2.24104  0.108
H36 -1.59498 -4.60082 2.51128  0.100
H37 0.59969 -3.00607 5.57453  0.115
H38 1.34473 -4.60983 5.30265  0.079
C20 4.32974 -4.73161 5.17765  -0.230
C21 5.85500 -4.83358 5.11724  -0.214
C22 6.36799 -4.90359 6.55715  -0.226
S3 5.05494 -5.64489 7.52060  0.667
O9 4.56037 -4.66244 8.45773  -0.323
O10 5.45676 -6.97033 7.93358  -0.326
C23 3.88497 -5.78798 6.18116  -0.238
H39 3.87343 -4.89085 4.19836  0.106
H40 4.03973 -3.73543 5.52820  0.123
H41 6.13807 -5.74496 4.58059  0.120
H42 6.29538 -3.98888 4.58281  0.117
H43 7.26508 -5.51867 6.63566  0.105
H44 6.56286 -3.90862 6.96118  0.105
H45 2.87301 -5.62881 6.55293  0.092
H46 3.97846 -6.79256 5.76241  0.112
C24 3.19557 6.76942 3.09356  -0.215
C25 2.30045 6.38753 4.27347  -0.211
C26 1.19246 5.48061 3.73484  -0.215
S4 1.87632 4.65440 2.30327  0.686
O11 1.15766 5.09591 1.13001  -0.322
O12 2.06897 3.25246 2.60897  -0.348
C27 3.45944 5.47392 2.33931  -0.225
H47 4.12496 7.23683 3.42474  0.117
H48 2.67067 7.48004 2.44643  0.121
H49 2.89202 5.84430 5.01781  0.109
H50 1.88344 7.26875 4.76623  0.117
H51 0.88790 4.73570 4.47112  0.105
H52 0.32506 6.05774 3.40947  0.109
H53 3.81953 5.63441 1.32327  0.115
H54 4.15372 4.83426 2.88827  0.072
C28 0.42068 -4.30728 -10.75662  -0.224
C29 1.94665 -4.40374 -10.81038  -0.218
C30 2.45350 -4.46784 -9.36821  -0.223
S5 1.13885 -5.21118 -8.40857  0.677
O13 0.63665 -4.22719 -7.47580  -0.325
O14 1.54322 -6.53362 -7.98995  -0.319
C31 -0.02497 -5.36216 -9.75249  -0.232
H55 -0.03078 -4.47112 -11.73724  0.118
H56 0.12557 -3.31142 -10.41006  0.121
H57 2.23536 -5.31559 -11.34324  0.119
H58 2.38634 -3.55895 -11.34524  0.117
H59 3.35240 -5.07942 -9.28407  0.106
H60 2.64304 -3.47101 -8.96610  0.107
H61 -1.03923 -5.20528 -9.38587  0.108
H62 0.07384 -6.36753 -10.16780  0.111
C32 5.16022 2.95542 7.09209  -0.222
C33 4.97202 1.91290 5.98797  -0.211
C34 5.28859 2.59357 4.65512  -0.216
S6 6.45859 3.89693 5.02497  0.673
O15 5.82867 5.17138 4.75579  -0.328
O16 7.75071 3.54486 4.48236  -0.321
C35 6.48596 3.64237 6.79046  -0.233
H63 5.16163 2.49947 8.08426  0.118
H64 4.34346 3.68393 7.05531  0.117
H65 5.66523 1.08114 6.15079  0.118
H66 3.96035 1.50097 5.98906  0.119
H67 5.73528 1.89804 3.94392  0.111
H68 4.39859 3.05125 4.21867  0.081
H69 6.60143 4.59747 7.30248  0.109
H70 7.32953 2.98764 7.02004  0.110
C36 -2.06976 4.45939 -4.57547  -0.230
C37 -0.89711 3.80645 -5.30986  -0.208
C38 -1.29344 3.67535 -6.78158  -0.223
S7 -2.45508 4.99722 -7.10675  0.666
O17 -3.74339 4.41464 -7.40579  -0.326
O18 -1.83326 5.97710 -7.96893  -0.331
C39 -2.49623 5.63710 -5.44168  -0.232
H71 -1.78943 4.78130 -3.57019  0.100
H72 -2.89337 3.74304 -4.48459  0.114
H73 -0.01176 4.44464 -5.22199  0.121
H74 -0.64321 2.83356 -4.88201  0.108
H75 -0.43178 3.78101 -7.44157  0.104
H76 -1.79754 2.72718 -6.97710  0.101
H77 -3.49591 6.00283 -5.20808  0.110
H78 -1.77292 6.45327 -5.37991  0.110

Cartesian forces (eV/Å) of the 2 atoms listed first:
0.8 -0.1 -0.6
-0.7 0.2 0.5

=====

(2)
C4H6O2 | ωB97M-V/def2-TZVPD

Properties
spin multiplicity: 1
calculated total energy: -8339.842 eV
LUMO level: 0.86 eV
Kohn-Sham gap: 11.3 eV
HOMO: -10.5 eV
charge: 0
ΔE to the lowest compared entry with this formula, charge and spin: 0.619 eV

Last column: Löwdin charge in e.
Geometry (Å):
C1 -0.44503 0.94942 -1.00927  -0.049
C2 -0.44298 -0.13762 0.05341  -0.234
C3 0.67855 -1.18504 0.07901  -0.099
O1 1.05664 -0.77576 1.42505  0.046
C4 0.12677 0.22763 1.42154  -0.462
O2 -0.06713 1.05531 2.25805  0.144
H1 -0.82380 0.56078 -1.96005  0.080
H2 -1.08894 1.77837 -0.69853  0.086
H3 0.56165 1.34788 -1.17729  0.088
H4 -1.43854 -0.58125 0.16491  0.151
H5 1.50418 -1.00432 -0.61642  0.125
H6 0.37862 -2.23540 0.05960  0.122

Cartesian forces (eV/Å) of the 2 atoms listed first:
0.0 0.0 0.0
-0.1 0.0 0.0

=====

(3)
C3H12NO3 | ωB97M-V/def2-TZVPD

Properties
spin multiplicity: 1
calculated total energy: -10929.752 eV
LUMO level: -3.36 eV
Kohn-Sham gap: 11.0 eV
HOMO: -14.4 eV
charge: +1
ΔE to the lowest compared entry with this formula, charge and spin: 2.394 eV

Last column: Löwdin charge in e.
Geometry (Å):
C1 0.46970 1.31100 -0.45811  -0.219
O1 1.45191 1.74673 -1.35922  -0.060
C2 1.07651 0.31576 0.59163  -0.120
C3 -0.22308 -0.18913 1.39585  -0.175
O2 0.14535 -1.45820 1.93699  -0.082
N1 1.67593 -0.86237 -0.38041  0.172
H1 -0.07321 0.84247 -1.26129  0.134
H2 0.06827 2.10668 0.10277  0.126
H3 1.84593 2.60174 -1.14839  0.111
H4 1.95338 0.52157 1.24331  0.163
H5 -0.67418 0.30636 2.23349  0.129
H6 -1.08743 -0.35513 0.65458  0.143
H7 -0.23757 -1.53194 2.81876  0.103
H8 2.06997 -1.66184 0.23764  0.187
H9 0.84208 -1.41736 -0.77159  0.183
H10 2.31244 -0.63767 -1.23425  0.202
H11 -4.43962 -1.06266 -1.72745  0.083
H12 -3.61971 0.17317 -1.50945  -0.002
O3 -3.55667 -0.74920 -1.36487  -0.078

Cartesian forces (eV/Å) of the 2 atoms listed first:
3.1 -0.6 -0.1
1.6 1.0 -0.4

=====

(4)
C4H6S | ωB97M-V/def2-TZVPD

Properties
spin multiplicity: 1
structure (SMILES): C=C=CCS
calculated total energy: -15077.425 eV
LUMO level: 0.68 eV
Kohn-Sham gap: 9.6 eV
HOMO: -8.9 eV
charge: 0
ΔE to the lowest compared entry with this formula, charge and spin: 2.368 eV

Last column: Löwdin charge in e.
Geometry (Å):
C1 1.82972 -1.22061 -0.08898  0.004
C2 0.88448 -0.28399 -0.01358  -0.162
C3 0.15910 0.79066 0.24261  -0.230
C4 -1.33807 0.94595 0.27306  -0.574
S1 -2.00168 -0.74368 0.13088  0.624
H1 2.32056 -1.65630 0.77287  0.055
H2 2.38053 -1.42518 -1.00838  0.055
H3 0.58412 1.82145 0.32795  0.117
H4 -1.60641 1.25551 1.29812  0.083
H5 -1.72070 1.35718 -0.59322  0.025
H6 -1.49166 -0.84098 -1.34135  0.003

Cartesian forces (eV/Å) of the 2 atoms listed first:
-0.4 1.5 -0.3
1.3 0.0 0.7